[1]
C6H12O | wB97M-V/def2-TZVPD

Values from the calculation:
E_HOMO = -9.6 eV
Gap between HOMO and LUMO = 10.71 eV

Element x y z (Å)
C -1.621 -1.202 -2.002
C -0.695 -0.110 -1.472
C -0.672 -0.025 0.055
C 0.411 0.906 0.584
C 1.777 0.313 0.982
O 1.720 0.923 2.277
C 0.362 1.327 2.060
H -1.257 -2.195 -1.715
H -2.636 -1.090 -1.602
H -1.688 -1.172 -3.095
H -1.006 0.866 -1.869
H 0.325 -0.283 -1.845
H -0.528 -1.028 0.486
H -1.654 0.322 0.405
H 0.525 1.773 -0.078
H 2.659 0.639 0.418
H 1.775 -0.786 1.050
H -0.341 0.740 2.669
H 0.211 2.394 2.264


[2]
C4H7N3O | wB97M-V/def2-TZVPD

Values from the calculation:
SMILES = O=C1NN[C@H]2C[C@@H]2N1
E_HOMO = -8.4 eV
Gap between HOMO and LUMO = 9.16 eV

Element x y z (Å)
O -3.071 -0.188 0.124
C -1.852 -0.117 -0.048
N -1.177 1.147 -0.134
N 0.296 1.537 0.018
C 1.064 0.394 -0.528
C 1.880 -0.521 0.138
C 0.350 -0.668 0.264
N -0.904 -1.138 -0.368
H -1.733 1.964 -0.175
H 0.467 1.594 0.974
H 0.784 0.426 -1.685
H 2.518 -1.059 -0.652
H 2.277 -0.489 1.142
H 0.402 -0.669 1.373
H -1.302 -2.211 -0.442


[3]
C4H3O2 | wB97M-V/def2-TZVPD

Values from the calculation:
Total charge = -1
E_HOMO = -3.0 eV
Gap between HOMO and LUMO = 7.26 eV

Element x y z (Å)
C -0.278 -0.132 -1.342
C -0.029 0.440 -0.198
C 1.620 0.655 1.386
C -1.298 -0.446 -0.299
O 0.953 0.833 2.327
O 2.617 0.391 0.855
H -0.066 -0.340 -2.464
H -2.293 0.002 -0.377
H -1.227 -1.403 0.111


[4]
C4H9N2S | wB97M-V/def2-TZVPD

Values from the calculation:
SMILES = C#C[C@H](N)[C@@H]([NH3+])S
Total charge = +1
E_HOMO = -14.0 eV
Gap between HOMO and LUMO = 10.49 eV

Element x y z (Å)
C 1.864 1.090 -2.090
C 1.122 0.731 -1.231
C 0.479 0.535 0.265
N 1.023 -0.639 0.873
C -1.064 0.276 0.091
N -1.085 -1.152 -0.298
S -2.340 0.782 1.443
H 2.579 0.987 -2.857
H 0.722 1.469 0.665
H 2.032 -0.692 1.045
H 0.732 -0.693 1.845
H -1.616 0.858 -0.728
H -0.282 -1.068 -1.030
H -2.040 -1.499 -0.699
H -0.571 -1.868 0.304
H -1.555 0.882 2.401


[5]
C20H27NO3S2SbSe4Tl | wB97M-V/def2-TZVPD

Values from the calculation:
Total charge = -2
E_HOMO = -0.7 eV
Gap between HOMO and LUMO = 3.97 eV

Element x y z (Å)
Tl -0.741 0.677 -0.380
O 3.042 0.331 0.665
S 3.797 -0.487 -0.310
C 2.961 -2.091 -0.509
C 2.603 -2.807 0.788
C 1.305 -2.257 1.425
C 1.424 -1.934 2.898
S 0.004 -0.934 3.495
O -0.202 0.161 2.514
C -1.284 -2.152 3.184
C -1.256 -3.421 3.752
C -2.295 -4.300 3.500
C -3.366 -3.902 2.702
C -3.395 -2.624 2.169
C -2.350 -1.739 2.411
C 5.233 -1.098 0.600
C 5.382 -0.681 1.914
C 6.481 -1.115 2.643
C 7.421 -1.953 2.058
C 7.272 -2.351 0.734
C 6.181 -1.919 0.001
H 3.640 -2.663 -1.149
H 2.056 -1.871 -1.078
H 3.449 -2.759 1.482
H 2.471 -3.870 0.559
H 0.499 -2.973 1.273
H 0.994 -1.347 0.923
H 2.301 -1.314 3.090
H 1.480 -2.815 3.546
H -0.433 -3.727 4.389
H -2.277 -5.293 3.930
H -4.183 -4.588 2.516
H -4.226 -2.274 1.567
H -2.399 -0.734 1.996
H 4.630 -0.024 2.334
H 6.601 -0.797 3.671
H 8.276 -2.290 2.630
H 8.010 -2.997 0.274
H 6.068 -2.216 -1.035
Se -5.160 3.640 1.486
Sb -3.784 2.806 -0.346
Se -3.670 0.286 -0.245
Se -1.372 3.399 0.020
Se -4.459 3.439 -2.606
C -3.549 -3.909 -1.736
N -2.307 -3.204 -1.955
C -2.314 -2.075 -2.876
C -1.178 -3.508 -1.277
C -1.245 -4.732 -0.388
O -0.160 -2.828 -1.358
H -4.327 -3.411 -2.308
H -3.851 -3.886 -0.685
H -3.497 -4.954 -2.062
H -2.914 -2.339 -3.748
H -1.291 -1.870 -3.182
H -2.720 -1.173 -2.408
H -1.509 -5.623 -0.961
H -1.990 -4.604 0.398
H -0.268 -4.870 0.067


[6]
C4H3Br2ClO3 | wB97M-V/def2-TZVPD

Values from the calculation:
E_HOMO = -10.4 eV
Gap between HOMO and LUMO = 9.65 eV

Element x y z (Å)
C 1.909 -3.320 -2.129
C 1.259 -0.021 -1.030
C 2.555 0.016 -0.266
C 0.019 0.435 -0.242
O 2.348 -3.289 -3.183
O 1.187 -0.485 -2.172
O 1.525 -3.351 -1.045
Cl 2.541 -1.285 0.966
Br 4.262 0.022 -1.502
Br 2.812 1.725 0.806
H -0.456 1.218 -0.780
H 0.199 0.640 0.797
H -0.831 -0.348 -0.406


[7]
C3H3BrF2 | wB97M-V/def2-TZVPD

Values from the calculation:
SMILES = C=C(F)[C@@H](F)Br
E_HOMO = -10.2 eV
Gap between HOMO and LUMO = 11.00 eV

Element x y z (Å)
C -1.257 0.176 -0.874
C -0.394 0.506 0.048
F -0.399 1.663 0.718
C 0.979 -0.451 0.697
F 0.640 -1.745 0.632
Br 2.519 -0.117 -0.433
H -2.038 0.878 -1.122
H -1.225 -0.763 -1.386
H 1.177 -0.147 1.720


[8]
C4H4O6Rh | wB97M-V/def2-TZVPD

Values from the calculation:
2S+1 = 6
Total charge = +2
<S²> = 8.78
E_HOMO (spin up / spin down) = -20.5 / -20.8 eV
Gap between HOMO and LUMO (spin up / spin down) = 11.57 / 6.26 eV

Element x y z (Å)
O -0.042 1.945 0.700
C -0.362 1.350 1.791
O -1.120 0.391 1.955
O 0.471 1.630 2.747
Rh -1.309 -1.411 1.221
O 0.621 -2.597 -1.707
C -0.087 -2.283 -0.780
C -0.071 1.352 -0.626
O -0.911 -2.951 -0.082
O 0.085 -1.037 -0.148
C 0.803 0.129 -0.748
H 0.300 2.147 -1.279
H -1.121 1.165 -0.877
H 1.815 0.278 -0.356
H 0.929 -0.110 -1.812


[9]
C7H12N3 | wB97M-V/def2-TZVPD

Values from the calculation:
Total charge = +1
E_HOMO = -14.0 eV
Gap between HOMO and LUMO = 9.06 eV

Element x y z (Å)
C 0.341 -1.525 0.052
C -1.653 0.043 0.701
C 0.108 0.494 -1.236
C -1.384 0.075 -1.677
C 0.527 -0.139 -0.009
C 2.886 0.125 0.342
C 1.505 0.471 0.862
N 0.061 -2.638 0.005
N -2.158 0.260 -0.466
N -2.265 -0.019 1.814
H 0.704 0.252 -2.019
H 0.055 1.563 -1.043
H -1.743 0.601 -2.675
H -1.492 -1.058 -1.897
H 3.467 1.078 0.358
H 2.840 -0.220 -0.722
H 3.411 -0.700 0.880
H 1.322 1.659 0.795
H 1.574 0.226 2.000
H -3.220 0.139 -0.645
H -1.717 -0.319 2.641
H -3.171 -0.367 1.939


[10]
C5H10O2 | wB97M-V/def2-TZVPD

Values from the calculation:
SMILES = C[C@@H](O)[C@H]1CCO1
E_HOMO = -9.6 eV
Gap between HOMO and LUMO = 10.54 eV

Element x y z (Å)
C -2.090 -0.538 0.583
C -1.124 0.236 -0.299
O -1.037 1.536 0.253
C 0.222 -0.478 -0.351
C 1.478 0.289 -0.805
C 2.032 -0.122 0.565
O 0.782 -0.704 0.951
H -3.049 -0.016 0.640
H -2.257 -1.548 0.194
H -1.666 -0.611 1.588
H -1.508 0.278 -1.335
H -0.375 2.034 -0.240
H 0.085 -1.430 -0.888
H 1.993 -0.114 -1.680
H 1.354 1.368 -0.937
H 2.329 0.690 1.238
H 2.832 -0.871 0.526


[11]
C7H14 | wB97M-V/def2-TZVPD

Values from the calculation:
SMILES = CCCCC.C#C
E_HOMO = -9.2 eV
Gap between HOMO and LUMO = 10.34 eV

Element x y z (Å)
C -3.150 -0.120 -0.387
C -1.966 -0.655 0.309
C -0.631 -0.195 -0.190
C 0.478 -1.072 0.457
C 1.856 -0.590 0.116
H -3.026 0.885 -0.754
H -3.269 -0.599 -1.382
H -4.065 -0.564 0.179
H -1.892 -1.813 0.410
H -1.981 -0.429 1.416
H -0.396 0.114 -1.364
H -0.706 0.874 0.325
H 0.279 -2.021 0.479
H 0.537 -0.742 1.604
H 1.755 0.561 -0.384
H 2.764 -0.789 0.634
H 2.057 -0.995 -0.933
C 2.615 2.184 0.406
C 3.116 1.886 -0.633
H 2.194 2.570 1.322
H 3.431 1.509 -1.629


[12]
C2H5N5 | wB97M-V/def2-TZVPD

Values from the calculation:
Total charge = +2
E_HOMO = -21.0 eV
Gap between HOMO and LUMO = 8.50 eV

Element x y z (Å)
C 0.869 0.288 0.520
C -1.094 -0.404 -0.181
N 0.285 -0.625 1.491
N -0.836 -0.901 1.136
N 0.026 0.343 -0.543
N 2.048 0.799 0.700
N -2.083 -0.703 -0.929
H 0.391 0.692 -1.405
H 2.759 0.636 1.387
H 2.527 1.563 0.252
H -2.873 -1.045 -0.523
H -2.019 -0.642 -1.906